(1)
The following is a quantum chemistry calculation of a cluster of 2 separate species, C2H4ClN in total at a distorted geometry, from the OMol25 dataset.

```
8
Properties=species:S:1:pos:R:3:nbo_charge:R:1
C 0.033 -0.647 0.240 0.019
C -1.022 0.060 -0.346 -0.257
N 1.116 -0.642 -0.495 -0.605
Cl -2.656 -0.166 -0.099 0.072
H -0.203 -1.309 1.165 0.179
H -0.468 1.882 0.362 0.018
H -0.759 0.424 -1.254 0.218
H 1.990 -1.076 -0.214 0.357
```

Calculated values
LUMO (alpha / beta), Ha: -0.0317 / -0.0210
Total charge: 0
HOMO-LUMO gap (alpha / beta), eV: 8.91 / 8.30
Spin multiplicity: 1

=====

(2)
The following is a quantum chemistry calculation of an isolated molecule of C4H6O2, from the OMol25 dataset.

```
12
Properties=species:S:1:pos:R:3:nbo_charge:R:1
O -0.829 -0.237 -1.539 -0.536
C -1.323 -0.524 -0.469 0.442
C -0.589 -0.227 0.790 -0.526
C 0.469 0.815 0.444 -0.513
C 1.332 0.137 -0.619 0.461
O 1.734 -0.997 -0.491 -0.563
H -2.204 -1.178 -0.412 0.132
H -0.123 -1.231 0.767 0.274
H -1.131 -0.141 1.738 0.239
H 0.020 1.714 0.002 0.221
H 1.080 1.128 1.300 0.240
H 1.565 0.741 -1.512 0.128
```

Calculated values
LUMO, Ha: 0.0334
Total charge: 0
HOMO-LUMO gap, eV: 10.65
SMILES: O=CCCC=O
Spin multiplicity: 1

=====

(3)
The following is a quantum chemistry calculation of a cluster of 2 separate species, C3H11NS in total, from the OMol25 dataset.

```
16
Properties=species:S:1:pos:R:3:nbo_charge:R:1
C 1.561 -0.157 -0.597 -0.619
C 0.684 -1.316 -1.043 -0.221
N -0.707 -0.891 -1.336 -0.840
H 1.082 0.420 0.195 0.212
H 2.495 -0.565 -0.211 0.214
H 1.816 0.503 -1.426 0.201
H 1.096 -1.765 -1.954 0.170
H 0.692 -2.085 -0.268 0.194
H -1.296 -1.719 -1.410 0.365
H -0.709 -0.475 -2.261 0.356
C -1.109 1.691 2.053 -0.736
S -1.594 0.051 1.451 -0.100
H -1.552 2.482 1.443 0.209
H -1.451 1.819 3.076 0.221
H -0.030 1.845 2.021 0.206
H -0.977 0.162 0.267 0.165
```

Calculated values
LUMO, Ha: 0.0363
Total charge: 0
HOMO-LUMO gap, eV: 9.41
SMILES: CCN.CS
Spin multiplicity: 1

=====

(4)
The following is a quantum chemistry calculation of a cluster of 2 separate species, C2H3N2O2S in total at a distorted geometry, from the OMol25 dataset.

```
10
Properties=species:S:1:pos:R:3:nbo_charge:R:1
C -0.036 1.995 -0.099 0.244
C -0.365 0.639 -0.029 -0.248
N 0.256 3.081 -0.140 -0.369
N 0.396 -0.084 0.897 -0.849
O -2.832 0.655 -1.036 -1.026
O -2.502 -0.961 0.725 -1.041
S -2.289 0.444 0.300 1.529
H 0.073 -0.032 -1.522 -0.002
H -0.209 -0.934 0.983 0.399
H 1.303 -0.176 0.472 0.364
```

Calculated values
LUMO, Ha: 0.1390
Total charge: -1
HOMO-LUMO gap, eV: 7.74
Spin multiplicity: 1

=====

(5)
The following is a quantum chemistry calculation of a structure of composition C39H44Ge2LiN2O3Se2 at a distorted geometry, from the OMol25 dataset.

```
93
Properties=species:S:1:pos:R:3:mulliken_charge:R:1
Li 0.447 0.392 -0.279 0.261
C -3.605 2.112 1.916 -0.741
Se -1.697 2.376 1.638 0.163
C -1.752 4.281 2.098 -0.670
C -0.498 4.731 2.820 -0.954
Se 1.074 4.508 1.686 0.082
C 1.991 3.143 2.714 -0.478
H -4.177 2.573 1.114 0.384
H -3.897 2.531 2.876 0.425
H -3.799 1.045 1.915 -0.083
H -2.632 4.388 2.734 0.439
H -1.908 4.861 1.190 0.404
H -0.351 4.157 3.733 0.325
H -0.570 5.786 3.080 0.431
H 2.048 3.437 3.760 0.391
H 2.995 3.070 2.303 0.349
H 1.489 2.183 2.612 -0.271
O 1.612 -0.464 -1.615 -0.207
C 1.176 -1.633 -2.284 2.066
C -0.112 -2.059 -1.571 -0.234
O -0.751 -2.999 -1.932 -0.574
O -0.514 -1.242 -0.527 1.421
C 0.816 -1.290 -3.734 -0.010
C 0.336 -0.017 -4.029 -0.227
C 0.035 0.328 -5.339 -0.812
C 0.201 -0.598 -6.358 -0.550
C 0.656 -1.875 -6.062 -0.787
C 0.963 -2.221 -4.755 -0.334
C 2.251 -2.719 -2.198 -0.259
C 2.045 -3.993 -1.690 0.191
C 3.104 -4.891 -1.595 -1.021
C 4.374 -4.525 -2.008 -0.464
C 4.581 -3.258 -2.541 -0.986
C 3.527 -2.368 -2.640 -0.567
H 2.418 -0.110 -2.013 0.136
H 0.218 0.717 -3.242 0.358
H -0.324 1.325 -5.560 0.448
H -0.014 -0.322 -7.382 0.395
H 0.779 -2.605 -6.852 0.422
H 1.315 -3.219 -4.528 0.492
H 1.058 -4.309 -1.389 0.704
H 2.925 -5.884 -1.202 0.463
H 5.199 -5.220 -1.919 0.398
H 5.564 -2.965 -2.886 0.427
H 3.708 -1.395 -3.085 0.404
C -2.433 -2.679 4.072 -1.260
Ge -1.055 -1.682 3.128 1.253
C -0.657 -0.024 4.043 -0.918
C 0.616 -2.693 3.350 -1.313
Ge -1.596 -1.992 0.794 -1.090
C -1.679 -3.931 0.631 0.744
C -2.912 -4.534 0.395 -0.575
C -3.024 -5.919 0.350 -0.837
C -1.904 -6.717 0.516 -0.592
C -0.665 -6.128 0.730 -1.142
C -0.559 -4.748 0.798 -0.576
C -3.331 -1.290 0.279 0.341
C -3.557 -0.620 -0.921 -0.046
C -4.827 -0.156 -1.241 -0.671
C -5.888 -0.365 -0.372 -0.619
C -5.681 -1.041 0.823 -0.653
C -4.409 -1.492 1.146 -0.366
H -1.996 -2.922 5.042 0.486
H -2.690 -3.606 3.558 0.378
H -3.343 -2.099 4.227 0.360
H -0.346 -0.343 5.041 0.448
H -1.506 0.651 4.124 0.388
H 0.158 0.513 3.561 -0.034
H 0.858 -2.760 4.413 0.517
H 1.445 -2.197 2.840 0.369
H 0.529 -3.704 2.967 0.419
H -3.795 -3.930 0.228 0.307
H -3.992 -6.373 0.180 0.429
H -1.992 -7.795 0.470 0.395
H 0.218 -6.744 0.848 0.427
H 0.418 -4.311 0.959 0.893
H -2.742 -0.453 -1.615 0.214
H -4.988 0.367 -2.175 0.431
H -6.875 0.002 -0.623 0.383
H -6.507 -1.215 1.501 0.425
H -4.263 -2.013 2.087 0.271
N 5.814 3.790 -3.293 -0.636
C 4.925 3.417 -2.646 0.009
C 3.850 2.954 -1.866 0.194
C 4.038 2.044 -0.776 -0.704
C 2.961 1.591 -0.077 -0.512
N 1.650 1.923 -0.337 0.169
C 1.488 2.830 -1.358 -0.629
C 2.494 3.345 -2.114 -0.698
H 5.034 1.717 -0.505 0.490
H 3.118 0.895 0.745 0.421
H 0.463 3.142 -1.545 0.454
H 2.270 4.054 -2.900 0.507
```

Calculated values
LUMO (alpha / beta), Ha: 0.0074 / 0.0073
Total charge: 0
HOMO-LUMO gap (alpha / beta), eV: 4.76 / 7.96
Spin multiplicity: 2

=====

(6)
The following is a quantum chemistry calculation of a structure of composition C27H30Cl7GeN4O2Y, from the OMol25 dataset.

```
72
Properties=species:S:1:pos:R:3:nbo_charge:R:1
Y 0.497 0.441 -1.169 1.664
Cl 4.923 -1.334 -3.382 0.171
C 4.609 -1.554 -1.736 -0.030
C 5.505 -2.203 -0.899 -0.256
C 5.223 -2.385 0.438 0.057
Cl 6.355 -3.205 1.421 0.109
C 4.005 -1.902 1.028 -0.150
C 3.657 -2.051 2.380 -0.092
C 2.461 -1.536 2.817 -0.238
C 1.628 -0.871 1.914 0.103
N 1.939 -0.717 0.636 -0.509
C 3.101 -1.234 0.198 0.208
C 3.366 -1.051 -1.227 0.428
O 2.536 -0.466 -1.943 -0.611
H 6.436 -2.577 -1.303 0.266
H 4.322 -2.565 3.059 0.248
H 2.154 -1.635 3.848 0.247
H 0.681 -0.449 2.228 0.239
Cl 2.943 2.380 -0.536 0.066
C 2.424 3.047 1.036 -0.389
Cl 0.830 2.417 1.461 0.086
H 2.371 4.125 0.939 0.243
H 3.143 2.745 1.788 0.241
Cl 3.065 1.942 -4.320 -0.473
Ge 1.025 1.072 -4.111 0.750
Cl 1.295 -0.860 -5.256 -0.492
Cl -0.117 2.230 -5.589 -0.458
N 0.597 -2.702 -1.791 -0.655
N -0.160 -1.603 -2.373 -0.758
H 0.796 -3.375 -2.526 0.366
H -0.014 -3.164 -1.128 0.372
H -1.146 -1.850 -2.438 0.382
H 0.175 -1.500 -3.338 0.422
N -1.028 0.030 0.336 -0.987
C -1.843 -0.414 1.184 0.284
C -2.398 -1.804 1.076 -0.127
C -1.529 -2.879 0.919 -0.217
C -2.016 -4.169 0.774 -0.219
C -3.387 -4.391 0.762 -0.201
C -4.261 -3.324 0.919 -0.214
C -3.770 -2.038 1.094 -0.140
C -2.282 0.394 2.372 -0.048
C -2.257 1.785 2.313 -0.224
C -2.598 2.547 3.417 -0.199
C -2.955 1.924 4.606 -0.195
C -2.978 0.539 4.680 -0.208
C -2.655 -0.223 3.565 -0.208
H -0.461 -2.691 0.950 0.206
H -1.334 -5.005 0.684 0.218
H -3.774 -5.394 0.643 0.225
H -5.329 -3.496 0.914 0.225
H -4.454 -1.210 1.234 0.215
H -1.966 2.262 1.385 0.215
H -2.594 3.627 3.352 0.218
H -3.221 2.517 5.471 0.224
H -3.254 0.051 5.605 0.223
H -2.688 -1.303 3.625 0.222
C 0.643 4.423 -2.643 -0.647
C -0.229 3.967 -1.499 -0.048
O -0.646 2.589 -1.672 -0.628
C -2.079 2.435 -1.784 -0.050
C -2.422 1.150 -2.497 -0.635
H 0.947 5.457 -2.471 0.228
H 0.103 4.378 -3.588 0.240
H 1.546 3.821 -2.740 0.230
H -1.129 4.580 -1.440 0.196
H 0.272 4.046 -0.535 0.174
H -2.468 3.281 -2.352 0.200
H -2.508 2.454 -0.779 0.191
H -2.030 1.145 -3.514 0.247
H -3.508 1.061 -2.550 0.250
H -2.084 0.267 -1.942 0.206
```

Calculated values
LUMO (alpha / beta), Ha: -0.1413 / -0.2099
Total charge: +1
HOMO-LUMO gap (alpha / beta), eV: 6.74 / 4.87
Spin multiplicity: 2

=====

(7)
The following is a quantum chemistry calculation of a structure of composition C26H48BrCl28I2O2PS2Si2 at a distorted geometry, from the OMol25 dataset.

```
112
Properties=species:S:1:pos:R:3:mulliken_charge:R:1
C 3.104 -3.838 -0.714 -0.352
C 2.414 -2.730 0.273 -0.436
I 3.784 -2.594 2.034 -0.009
C 2.361 -1.199 -0.329 -0.402
I 2.348 0.133 1.424 0.089
Si 0.860 -0.894 -1.550 0.237
S -0.109 -2.878 -1.698 -0.233
O -0.378 0.137 -0.950 0.313
Si -0.270 1.815 -1.192 -0.056
C 1.251 2.635 -1.946 -0.597
C 2.476 3.036 -0.883 -0.085
C 3.375 4.224 -1.646 -0.509
S 3.701 5.635 -0.400 -0.303
P -0.597 2.769 0.811 0.374
O -1.435 4.285 0.582 -0.475
Br -1.874 1.351 2.119 -0.310
C 1.496 -0.581 -3.339 0.461
C 0.659 0.189 -4.524 -0.369
C 1.304 0.456 -6.018 -0.032
C 2.842 -0.050 -6.351 -0.258
C 3.711 -0.868 -5.202 -0.530
C 3.035 -1.120 -3.712 -0.106
H 2.406 -4.284 -1.540 0.244
H 4.108 -3.388 -1.133 0.316
H 3.423 -4.754 -0.025 -0.093
H 1.382 -3.085 0.758 0.169
H 3.408 -1.020 -0.869 0.455
H -1.518 -2.642 -1.616 -0.022
H -1.453 2.252 -1.981 -0.264
H 0.897 3.695 -2.372 0.364
H 1.784 2.115 -2.845 0.333
H 2.087 3.541 0.099 0.157
H 3.232 2.158 -0.702 0.030
H 4.383 3.794 -2.105 0.326
H 2.805 4.730 -2.534 0.305
H 2.479 5.689 0.334 0.013
H -1.797 4.552 1.489 0.302
H -0.441 0.574 -4.323 0.270
H 0.680 1.015 -6.862 -0.080
H 3.288 0.176 -7.410 0.281
H 4.814 -1.253 -5.381 0.283
H 3.702 -1.705 -2.919 0.012
C -1.437 -3.048 2.731 -0.277
Cl 0.236 -3.619 2.753 -0.066
Cl -2.406 -3.962 1.568 -0.110
H -1.868 -3.172 3.728 0.440
H -1.449 -1.992 2.452 0.035
C -5.859 -2.516 3.165 -0.310
Cl -4.383 -1.596 2.844 0.024
Cl -6.135 -2.690 4.902 -0.175
H -6.708 -1.992 2.720 0.339
H -5.763 -3.509 2.718 0.114
C -4.990 -2.997 -1.025 -0.429
Cl -3.753 -1.819 -0.570 0.005
Cl -6.350 -2.959 0.104 -0.147
H -5.354 -2.762 -2.028 0.372
H -4.550 -3.997 -1.017 0.250
C 0.017 7.150 1.006 -0.297
Cl 0.650 5.821 1.984 -0.126
Cl 0.130 8.687 1.872 -0.137
H 0.595 7.219 0.082 0.378
H -1.032 6.951 0.771 0.250
C -3.503 9.026 3.696 -0.408
Cl -2.411 10.415 3.645 -0.144
Cl -2.697 7.561 3.124 -0.017
H -3.834 8.871 4.726 0.227
H -4.367 9.229 3.058 0.331
C 4.284 -7.673 -1.437 -0.359
Cl 5.522 -6.495 -0.982 -0.120
Cl 2.924 -7.635 -0.308 -0.132
H 3.921 -7.438 -2.440 0.319
H 4.725 -8.673 -1.429 0.318
C -5.558 -6.697 5.778 -0.326
Cl -5.844 -8.439 5.854 -0.158
Cl -6.034 -6.042 4.206 -0.093
H -6.142 -6.205 6.560 0.294
H -4.494 -6.504 5.936 0.288
C 0.407 1.623 -10.065 -0.316
Cl 0.137 2.807 -8.780 -0.082
Cl 0.501 -0.016 -9.410 -0.134
H -0.420 1.676 -10.777 0.290
H 1.346 1.858 -10.573 0.280
C -1.170 8.055 6.564 0.019
Cl -2.877 7.628 6.739 -0.168
Cl -0.587 8.938 7.980 -0.163
H -0.584 7.140 6.449 0.271
H -1.050 8.684 5.678 0.053
C -7.583 -8.141 1.339 0.006
Cl -8.093 -9.816 1.580 -0.163
Cl -7.072 -7.865 -0.330 -0.162
H -8.420 -7.478 1.570 0.253
H -6.746 -7.924 2.008 0.059
C 1.724 -1.920 5.858 0.016
Cl 2.398 -1.532 7.446 -0.178
Cl -0.020 -1.634 5.822 -0.137
H 2.203 -1.291 5.105 0.105
H 1.916 -2.972 5.637 0.187
C 4.321 -7.189 3.069 -0.130
Cl 5.413 -5.801 3.018 -0.132
Cl 5.127 -8.655 2.496 -0.151
H 3.990 -7.344 4.098 0.320
H 3.457 -6.986 2.431 0.069
C 6.726 4.583 1.671 0.424
Cl 7.818 5.971 1.620 -0.168
Cl 7.532 3.117 1.098 -0.166
H 6.395 4.428 2.701 0.256
H 5.862 4.786 1.033 -0.319
C -2.517 5.278 -7.868 -0.289
Cl -1.236 4.766 -6.762 -0.137
Cl -3.460 6.604 -7.177 -0.159
H -2.066 5.613 -8.805 0.285
H -3.181 4.432 -8.060 0.295
```

Calculated values
LUMO, Ha: -0.0258
Total charge: 0
HOMO-LUMO gap, eV: 7.24
Spin multiplicity: 1

=====

(8)
The following is a quantum chemistry calculation of an isolated molecule of C5H8O, from the OMol25 dataset.

```
14
Properties=species:S:1:pos:R:3:nbo_charge:R:1
O -1.535 0.667 -1.071 -0.723
C -0.270 0.172 -1.467 -0.063
C 0.262 -0.943 -0.571 -0.446
C 0.641 -0.508 0.844 -0.233
C -0.311 0.214 1.752 -0.196
C 0.655 0.936 1.278 -0.203
H -1.414 1.084 -0.208 0.468
H -0.409 -0.209 -2.484 0.184
H 0.477 0.981 -1.525 0.153
H -0.489 -1.743 -0.521 0.209
H 1.150 -1.374 -1.053 0.209
H 1.362 -1.185 1.315 0.181
H -1.187 0.125 2.378 0.231
H 1.154 1.892 1.220 0.229
```

Calculated values
LUMO, Ha: 0.0411
Total charge: 0
HOMO-LUMO gap, eV: 10.69
SMILES: OCCC1C=C1
Spin multiplicity: 1